Entry from OMol25: a cluster of 8 separate species, C72H84F2N13O8S3 in total (the ωB97M-V functional and the def2-TZVPD basis).

XYZ file:
```
182
Properties=species:S:1:pos:R:3:forces:R:3
S 0.1321 -0.5304 0.4821 -0.15 -1.18 -0.82
O 1.4973 0.0128 0.7915 0.52 0.48 0.32
O 0.3074 -1.7956 -0.2640 0.61 -0.24 -0.53
O -0.5996 -0.8631 1.7108 -0.12 0.71 1.04
O -0.5951 0.4522 -0.3490 0.29 0.60 0.20
C -4.0587 -7.1481 5.5738 -0.22 -0.38 -0.40
N -2.8185 -6.4846 5.0883 -0.45 0.15 0.36
C -1.7410 -7.2220 4.8089 0.57 0.24 -0.89
C -0.5698 -6.6276 4.3537 -0.50 0.48 0.16
C -0.5227 -5.2320 4.1459 -0.86 -1.93 0.28
C -1.6790 -4.5264 4.4472 -0.64 0.74 0.10
C -2.8349 -5.1433 4.9194 1.50 -0.62 0.12
C 0.7077 -4.7261 3.5366 -0.16 0.99 -1.59
C 0.6989 -3.8932 2.3660 1.59 -0.17 0.89
C 1.9435 -3.4907 1.8497 -1.76 -0.26 1.11
N 3.0766 -3.7953 2.5252 -0.26 0.13 -1.13
C 3.0824 -4.6460 3.5433 0.16 -0.13 1.12
C 1.9067 -5.1689 4.0640 0.39 1.14 0.09
C 4.2994 -3.1237 2.0838 0.71 0.60 -0.50
H -3.8810 -8.2031 5.7703 0.23 0.09 0.03
H -4.7636 -7.0859 4.7456 -0.29 0.10 0.29
H -4.4087 -6.6768 6.4892 -0.03 0.14 -0.14
H -1.8428 -8.2983 4.7754 -0.09 -0.04 0.57
H 0.2659 -7.2735 4.1255 0.01 0.00 -0.07
H -1.7030 -3.4495 4.3447 -0.06 0.00 -0.16
H -3.7264 -4.6203 5.2316 -0.05 0.01 -0.14
H -0.1805 -3.4251 1.9414 -0.16 -0.31 -0.20
H 1.9673 -2.8382 0.9850 0.14 0.15 0.00
H 4.0441 -4.7753 4.0219 -0.02 -0.30 0.00
H 1.8874 -5.6479 5.0331 0.40 -0.53 -0.23
H 4.0910 -2.0656 1.9216 -0.29 -0.06 0.13
H 4.6435 -3.5141 1.1266 -0.03 -0.33 0.14
H 5.1098 -3.1680 2.8080 -0.20 -0.42 0.12
C -6.9263 -6.0924 -6.9765 0.76 -0.58 -0.39
N -5.5796 -5.8560 -6.3703 0.16 -0.11 0.45
C -5.2538 -4.6097 -5.9672 -0.07 -0.52 0.51
C -4.0126 -4.3568 -5.4231 0.49 0.26 -0.60
C -3.0555 -5.3656 -5.3835 -0.36 -0.20 0.35
C -3.4330 -6.6448 -5.7680 0.00 -0.53 -0.26
C -4.7033 -6.8919 -6.2790 0.25 1.55 -0.54
C -1.7190 -5.0950 -4.7852 0.72 -0.38 0.65
C -1.6566 -4.3482 -3.6025 0.54 0.22 -0.65
C -0.4304 -4.1525 -2.9701 -1.42 0.47 -0.83
N 0.7078 -4.6325 -3.5149 -0.10 0.47 0.78
C 0.6836 -5.3869 -4.6236 -0.09 -0.60 0.16
C -0.5077 -5.6516 -5.2478 -1.31 0.20 -0.64
C 1.9584 -4.3831 -2.7510 -0.89 -0.67 0.69
H -7.7065 -5.5267 -6.4762 0.17 0.16 -0.06
H -7.1171 -7.1596 -6.8904 -0.22 0.09 -0.02
H -6.7720 -5.8449 -8.0262 -0.61 0.12 -0.04
H -6.0299 -3.8597 -6.0262 0.01 0.02 -0.10
H -3.7201 -3.3561 -5.1337 -0.47 0.14 0.09
H -2.7363 -7.4670 -5.6738 -0.07 -0.11 -0.17
H -4.9845 -7.7847 -6.8203 -0.08 -0.34 0.54
H -2.5558 -3.8406 -3.2806 0.16 -0.07 0.63
H -0.4360 -3.5283 -2.0809 0.58 -0.04 0.12
H 1.6007 -5.8888 -4.9009 0.11 0.29 -0.22
H -0.5644 -6.2493 -6.1481 0.45 -0.16 0.03
H 2.7663 -4.9890 -3.1503 0.09 0.32 -0.09
H 1.6914 -4.7313 -1.7527 0.47 -0.16 0.07
H 2.1446 -3.3192 -2.6219 0.15 0.01 -0.57
C 7.8967 1.6301 -1.2240 -0.03 -0.16 0.06
N 6.5151 1.3378 -1.7499 1.48 -1.39 1.05
C 6.1486 1.8499 -2.9222 -0.93 -0.32 0.03
C 4.9283 1.4688 -3.4481 -0.39 0.69 -0.74
C 4.0899 0.5612 -2.8298 0.28 -0.15 1.33
C 4.5153 0.0832 -1.5777 0.24 -0.48 -0.14
C 5.7830 0.3807 -1.0994 -1.31 1.28 -0.96
C 2.7975 0.1598 -3.4282 -0.70 0.04 -1.36
C 1.6329 -0.1355 -2.7124 0.66 0.40 -0.11
C 0.4411 -0.3813 -3.4085 0.93 0.39 0.74
N 0.4453 -0.3258 -4.7432 -0.42 -0.63 -0.87
C 1.5421 -0.0700 -5.4890 -0.73 0.09 0.73
C 2.7132 0.1549 -4.8407 0.96 0.16 0.01
C -0.8283 -0.6439 -5.4397 -0.41 0.36 0.71
H 8.6058 1.3750 -2.0092 0.08 0.25 0.03
H 8.1010 0.9988 -0.3624 -0.15 -0.08 -0.09
H 7.9700 2.6649 -0.8960 -0.01 0.07 -0.32
H 6.7907 2.5416 -3.4518 0.22 0.05 0.29
H 4.5684 1.9955 -4.3225 0.32 -0.20 -0.27
H 3.8792 -0.5685 -0.9907 0.03 -0.14 -0.05
H 6.1262 -0.0645 -0.1786 0.48 0.27 -0.05
H 1.7082 -0.0865 -1.6302 -0.71 -0.26 0.07
H -0.5109 -0.5369 -2.9041 -0.02 -0.28 0.16
H 1.3872 0.0295 -6.5536 0.21 -0.30 -0.06
H 3.5683 0.3124 -5.4866 0.17 0.11 0.23
H -1.1219 -1.6587 -5.1782 -0.02 0.03 -0.03
H -0.7623 -0.5300 -6.5179 0.21 0.09 0.08
H -1.5431 0.0487 -4.9947 -0.42 -0.24 -0.34
C 5.5639 5.7803 9.3064 -0.14 -1.49 0.68
N 4.6287 4.6207 8.9413 -0.40 1.62 -1.60
C 3.5693 5.0111 8.1865 -0.21 -0.74 0.20
C 2.7253 4.0833 7.5971 0.94 -0.10 -0.18
C 3.0660 2.7242 7.6839 0.01 0.70 0.65
C 4.0841 2.3629 8.5809 0.31 -0.42 -1.06
C 4.9139 3.3264 9.1226 -0.23 0.91 0.60
C 2.3473 1.7347 6.8424 0.28 0.30 -0.05
C 2.1507 0.4488 7.2964 -0.69 -0.65 0.32
C 1.3609 -0.4213 6.5740 -0.03 -0.32 0.07
N 0.8350 -0.0956 5.3894 -0.14 0.79 -0.25
C 1.0935 1.1266 4.8573 0.70 -0.01 0.52
C 1.8677 2.0452 5.5563 -0.58 -0.63 -0.36
C 0.0367 -1.0809 4.6347 0.84 -1.03 0.22
H 5.0048 6.4402 9.9652 0.13 0.11 -0.06
H 5.9105 6.2541 8.3927 -0.10 0.00 0.02
H 6.3847 5.3049 9.8393 0.14 0.40 0.06
H 3.4570 6.0693 7.9985 -0.06 0.07 0.31
H 1.9100 4.4337 6.9812 -0.04 0.04 0.06
H 4.3819 1.3280 8.6785 0.01 0.00 0.18
H 5.8139 3.1874 9.7078 -0.10 -0.63 0.04
H 2.4828 0.1016 8.2654 0.11 0.13 0.03
H 1.1029 -1.4122 6.9210 0.14 0.05 0.21
H 0.7345 1.3081 3.8530 -0.15 -0.10 0.04
H 2.0889 2.9682 5.0422 0.00 0.22 0.29
H 0.6089 -1.3697 3.7548 -0.42 0.50 -0.41
H -0.9740 -0.7639 4.4051 0.25 0.31 -0.11
H 0.0158 -1.9984 5.2240 -0.26 0.21 0.29
C -3.9135 0.3931 3.8834 -0.98 -0.67 1.62
N -3.9262 1.4633 2.9016 -0.55 0.80 -0.38
C -4.7993 2.5225 3.0100 0.36 -0.51 -0.30
C -4.8116 3.4954 2.0334 0.70 0.08 0.46
C -3.8011 3.4840 1.0821 0.71 0.99 -0.77
C -2.9168 2.4173 0.9958 -0.26 -0.15 -0.12
C -3.0769 1.3580 1.8645 0.45 0.50 0.64
C -3.6501 4.7327 0.2159 -0.07 -1.42 -0.42
C -2.4041 5.2589 -0.1327 -0.25 1.34 -0.11
C -2.3507 6.4214 -0.9252 0.05 -2.17 0.21
N -3.4703 6.9113 -1.4615 0.22 0.03 -0.20
C -4.6698 6.3674 -1.2002 -0.05 0.45 -0.18
C -4.7914 5.2663 -0.3787 0.01 0.74 0.58
C -3.3416 8.1064 -2.3278 -0.14 0.38 -0.04
H -2.9500 -0.0854 4.0347 0.10 0.20 -0.73
H -4.6803 -0.3547 3.6780 0.17 -0.04 -0.48
H -4.1917 0.7362 4.8819 -0.03 0.56 -0.19
H -5.4168 2.5922 3.8946 -0.09 -0.28 -0.01
H -5.4010 4.4004 2.0824 -0.47 -0.33 0.46
H -2.1129 2.3222 0.2794 -0.16 -0.02 -0.19
H -2.4055 0.5062 1.8904 -0.03 -0.18 -0.40
H -1.4883 4.8673 0.2843 0.03 -0.04 -0.02
H -1.4185 6.8163 -1.3008 0.00 0.35 0.36
H -5.4799 6.8976 -1.6834 -0.33 -0.30 0.16
H -5.7806 4.9366 -0.0910 -0.05 -0.21 -0.36
H -4.1671 8.1908 -3.0315 -0.15 -0.12 0.23
H -2.4241 8.0350 -2.9071 0.05 0.00 0.17
H -3.3148 8.9731 -1.6685 0.00 0.13 -0.20
C -1.0315 5.2627 -7.1989 0.48 -0.91 0.12
N -0.4614 4.8568 -5.8739 -0.14 0.21 -0.02
C -0.6081 3.5771 -5.4373 -0.80 0.99 0.75
C -0.1066 3.2201 -4.2230 1.39 -0.05 1.29
C 0.7079 4.1123 -3.4863 -1.12 -0.23 -0.77
C 0.8567 5.3777 -4.0046 0.75 1.09 -0.03
C 0.2523 5.7825 -5.1870 0.06 -1.87 -0.45
C 1.3949 3.7350 -2.2330 -0.18 -1.12 -0.15
C 2.7683 3.9123 -2.1439 0.35 0.39 0.41
C 3.4306 3.5607 -0.9818 -0.30 0.92 -0.24
N 2.7622 3.0466 0.0674 -0.57 -0.45 -0.49
C 1.4649 2.6828 -0.0445 -0.02 1.45 -0.98
C 0.7640 3.0629 -1.2037 -0.10 -0.38 1.57
C 3.4977 2.7299 1.2849 -0.64 -0.35 0.87
H -1.6026 4.4004 -7.5331 -0.24 0.33 -0.25
H -0.1568 5.3741 -7.8389 -0.29 0.33 -0.29
H -1.6324 6.1626 -7.1019 0.07 -0.03 -0.05
H -1.3037 2.8830 -5.8890 0.15 0.37 -0.82
H -0.2351 2.2189 -3.8360 -0.26 -0.05 -0.10
H 1.5431 6.0575 -3.5139 -0.22 0.28 -0.01
H 0.4300 6.7083 -5.7184 -0.13 0.26 0.33
H 3.2524 4.4399 -2.9548 0.46 -0.17 0.14
H 4.4567 3.8361 -0.7829 0.11 -0.15 -0.18
H 0.9424 2.2535 0.7951 0.29 -0.29 0.00
H -0.2949 2.8694 -1.0933 -0.07 -0.16 -0.72
H 3.7448 1.6731 1.1893 0.58 0.14 0.30
H 2.8244 2.8191 2.1354 -0.25 -0.13 -0.14
H 4.2772 3.4523 1.5154 0.37 -0.29 -0.59
N -4.7924 -1.7573 -1.2961 -1.04 0.33 -3.96
S -5.1884 -1.2025 -2.8279 -4.31 -1.23 -2.14
O -4.2380 -1.3343 -3.9340 0.13 0.37 1.66
O -6.0899 -0.0838 -2.8701 1.59 -0.54 0.70
F -6.1694 -2.4166 -3.1893 0.46 0.14 0.43
S -3.3804 -1.1633 -1.2422 1.75 1.21 3.89
O -3.4383 0.2699 -0.9981 0.96 -0.70 -1.11
O -2.3336 -1.7780 -2.0104 0.31 0.62 -0.50
F -3.0930 -1.7362 0.1966 0.55 -0.11 0.70
```
Forces are in eV/Å.

Calculated values
Net charge = +9
HOMO-LUMO gap = 0.2046 hartree
HOMO level = -23.331 eV